No. 1
Entry from the Open Molecules 2025 dataset: a cluster of 2 separate species, C10H13NO in total at a distorted geometry (the ωB97M-V functional and the def2-TZVPD basis).

ORCA input file:
```
! RIJCOSX wB97M-V def2-TZVPD def2/J DEFGRID3
* xyz 0 1
C 2.962 -0.513 1.698
C 1.519 -0.231 1.401
C 0.929 0.978 1.210
N -0.292 0.820 0.622
C -0.515 -0.506 0.409
C -1.652 -1.158 -0.066
C -1.604 -2.532 -0.171
C -0.475 -3.242 0.251
C 0.643 -2.600 0.756
C 0.639 -1.206 0.810
H 3.605 0.349 1.509
H 3.315 -1.237 0.959
H 3.174 -1.029 2.637
H 1.334 1.927 1.519
H -0.863 1.651 0.541
H -2.525 -0.647 -0.458
H -2.473 -3.069 -0.542
H -0.406 -4.313 0.111
H 1.534 -3.174 0.978
C -1.491 3.176 -2.736
O -1.190 3.079 -1.356
H -2.379 3.803 -2.909
H -1.766 2.167 -3.040
H -0.677 3.634 -3.298
H -1.345 3.869 -0.834
*
```

Values from the calculation:
- orbital gap (Eh) = 0.2992
- E_HOMO (eV) = -7.569
- LUMO energy (eV) = 0.57
- structure (SMILES) = Cc1c[nH]c2ccccc12.CO

No. 2
Entry from the Open Molecules 2025 dataset: the molecule C10H13NO at a distorted geometry (the ωB97M-V functional and the def2-TZVPD basis).

ORCA input file:
```
! RIJCOSX wB97M-V def2-TZVPD def2/J DEFGRID3
* xyz 0 1
O -2.476 -2.183 0.514
C -2.363 -0.983 -0.426
C -1.273 0.026 0.113
C -1.650 1.515 -0.299
N -0.444 2.346 -0.281
C 0.759 2.032 0.566
C 1.298 0.679 0.200
C 2.659 0.299 0.012
C 2.906 -1.091 -0.189
C 1.991 -2.074 -0.152
C 0.640 -1.732 0.032
C 0.295 -0.379 0.068
H -2.369 -1.689 1.368
H -3.420 -0.562 -0.710
H -1.933 -1.570 -1.395
H -1.395 -0.150 1.278
H -2.331 1.768 -1.313
H -2.428 2.082 0.534
H -0.195 2.524 -1.249
H 1.566 2.728 0.609
H 0.336 2.210 1.655
H 3.686 1.032 -0.109
H 3.968 -1.312 -0.049
H 2.249 -3.057 -0.551
H -0.076 -2.460 -0.228
*
```

Values from the calculation:
- orbital gap (Eh) = 0.3379
- E_HOMO (eV) = -8.363
- LUMO energy (eV) = 0.83
- structure (SMILES) = OC[C@@H]1CNCc2ccccc21

No. 3
Entry from the Open Molecules 2025 dataset: a cluster of 2 separate species, C10H13NO in total (the ωB97M-V functional and the def2-TZVPD basis).

ORCA input file:
```
! RIJCOSX wB97M-V def2-TZVPD def2/J DEFGRID3
* xyz 0 1
H 1.285 -1.928 0.341
N 1.640 -1.028 0.027
C 1.461 -0.077 0.848
C 0.884 -0.206 2.175
C 0.973 0.780 3.084
C 1.622 2.029 2.774
C 2.061 2.278 1.538
C 1.884 1.305 0.423
H 0.432 -1.156 2.421
H 0.575 0.647 4.079
H 1.742 2.749 3.568
H 2.537 3.215 1.287
H 2.788 1.234 -0.186
H 1.099 1.691 -0.248
O -1.314 -2.136 -0.032
C -1.583 -1.532 -1.029
C -2.722 -0.617 -1.422
C -2.253 -0.744 -2.883
C -0.975 -1.461 -2.410
H -2.597 0.381 -1.007
H -3.721 -0.972 -1.177
H -2.900 -1.389 -3.472
H -2.106 0.193 -3.416
H -0.729 -2.416 -2.870
H -0.080 -0.840 -2.414
*
```

Values from the calculation:
- orbital gap (Eh) = 0.3232
- E_HOMO (eV) = -8.436
- LUMO energy (eV) = 0.36
- structure (SMILES) = [H]/N=C1\C=CC=CC1.O=C1CCC1

No. 4
Entry from the Open Molecules 2025 dataset: a cluster of 2 separate species, C10H13NO in total at a distorted geometry (the ωB97M-V functional and the def2-TZVPD basis).

ORCA input file:
```
! RIJCOSX wB97M-V def2-TZVPD def2/J DEFGRID3
* xyz 0 1
C 2.158 -2.785 -0.592
C 2.007 -1.284 -0.757
C 2.407 -0.506 -1.795
N 1.796 0.738 -1.731
C 0.971 0.750 -0.642
C 0.219 1.813 -0.152
C -0.337 1.704 1.098
C -0.196 0.498 1.824
C 0.490 -0.561 1.290
C 1.102 -0.479 0.029
H 2.763 -2.921 0.315
H 2.655 -3.243 -1.438
H 1.200 -3.187 -0.291
H 3.054 -0.752 -2.624
H 1.850 1.446 -2.438
H 0.057 2.709 -0.746
H -0.872 2.515 1.572
H -0.769 0.344 2.728
H 0.581 -1.497 1.836
C -4.017 0.619 1.164
O -4.524 -0.019 -0.011
H -4.394 1.625 1.266
H -4.233 -0.067 1.997
H -2.945 0.472 1.168
H -5.425 -0.322 0.138
*
```

Values from the calculation:
- orbital gap (Eh) = 0.3230
- E_HOMO (eV) = -7.841
- LUMO energy (eV) = 0.95
- structure (SMILES) = Cc1c[nH]c2ccccc12.CO

No. 5
Entry from the Open Molecules 2025 dataset: a structure of composition C10H13NO2S at a distorted geometry (the ωB97M-V functional and the def2-TZVPD basis).

ORCA input file:
```
! RIJCOSX wB97M-V def2-TZVPD def2/J DEFGRID3
* xyz 0 1
C -1.084 0.306 2.933
C -0.934 0.907 1.674
C 1.690 1.703 -0.593
C -0.051 -1.589 -1.376
C 0.416 -2.231 -0.032
C -1.901 -0.736 2.817
C -1.594 0.337 0.640
C 0.804 0.846 -1.315
C 0.519 -0.371 -0.841
C 0.063 1.567 -2.456
N 1.069 -0.937 0.275
O 2.883 1.078 -0.225
O 1.524 2.875 -0.440
S -2.430 -1.067 1.256
H -0.483 0.527 3.759
H -0.202 1.657 1.371
H 0.370 -2.015 -2.271
H -1.160 -1.587 -1.500
H -0.405 -2.635 0.643
H 1.317 -2.891 -0.138
H -2.300 -1.343 3.626
H -1.756 0.780 -0.265
H 0.831 1.798 -3.144
H -0.454 2.466 -2.123
H -0.566 0.923 -3.130
H 0.714 -0.541 1.264
H 3.118 0.173 -0.409
*
```

Values from the calculation:
- orbital gap (Eh) = 0.3253
- E_HOMO (eV) = -8.348
- LUMO energy (eV) = 0.50

No. 6
Entry from the Open Molecules 2025 dataset: a structure of composition C10H13NPSZr at a distorted geometry (the ωB97M-V functional and the def2-TZVPD basis).

ORCA input file:
```
! RIJCOSX wB97M-V def2-TZVPD def2/J DEFGRID3
* xyz 1 1
C 1.110 0.508 -1.791
C 0.253 -0.021 -2.727
C -0.304 -1.343 -2.762
C -0.378 -2.337 -1.749
C -0.101 -2.179 -0.408
Zr -0.402 -0.092 -0.458
P -0.169 2.424 0.615
H 1.790 1.341 -1.921
H -0.050 0.588 -3.588
H -0.698 -1.613 -3.738
H 0.044 -2.937 0.336
H -0.721 -3.313 -2.138
H -1.155 3.007 1.469
H 0.024 3.516 -0.282
H 0.992 2.627 1.406
S 1.760 -0.441 0.903
C 1.192 -0.343 2.508
N 0.156 -1.148 2.924
C -0.460 -0.985 4.135
C -0.049 0.033 4.968
C 1.083 0.786 4.625
C 1.721 0.576 3.414
H -0.161 -1.874 2.284
H -1.266 -1.677 4.362
H -0.594 0.232 5.895
H 1.458 1.544 5.315
H 2.577 1.158 3.089
*
```

Values from the calculation:
- orbital gap (spin up / spin down) (Eh) = 0.2284 / 0.2285
- E_HOMO (spin up / spin down) (eV) = -10.125 / -10.126
- LUMO energy (spin up / spin down) (eV) = -3.91 / -3.91

No. 7
Entry from the Open Molecules 2025 dataset: a cluster of 2 separate species, C10H13O2 in total at a distorted geometry (the ωB97M-V functional and the def2-TZVPD basis).

ORCA input file:
```
! RIJCOSX wB97M-V def2-TZVPD def2/J DEFGRID3
* xyz -1 1
C -0.122 1.991 -2.025
C 0.987 1.263 -2.797
C -1.408 1.157 -2.096
O -1.370 0.081 -1.465
O -2.344 1.661 -2.765
H 0.195 2.072 -0.976
H -0.325 2.971 -2.453
H 0.840 0.192 -2.638
H 1.986 1.482 -2.438
H 0.912 1.508 -3.855
C 2.459 -2.255 1.029
C 0.411 0.487 2.615
C 1.482 -0.306 2.254
C -0.878 0.158 2.207
C 1.273 -1.457 1.497
C -1.086 -0.995 1.484
C -0.012 -1.829 1.153
H 0.510 1.429 3.148
H 2.466 -0.056 2.622
H -1.683 0.879 2.256
H -2.021 -1.214 0.976
H 2.187 -3.024 0.314
H 3.074 -2.635 1.859
H -0.175 -2.684 0.510
H 3.163 -1.603 0.498
*
```

Values from the calculation:
- orbital gap (Eh) = 0.2634
- E_HOMO (eV) = -3.891
- LUMO energy (eV) = 3.28

No. 8
Entry from the Open Molecules 2025 dataset: a structure of composition C10H13O3 at a distorted geometry (the ωB97M-V functional and the def2-TZVPD basis).

ORCA input file:
```
! RIJCOSX wB97M-V def2-TZVPD def2/J DEFGRID3
* xyz -1 1
C 0.994 -3.230 -0.730
C -0.270 -3.795 -0.128
C 1.659 -2.062 -0.025
O 1.384 -1.899 1.222
O 2.423 -1.361 -0.692
H 1.695 -3.951 -1.159
H 0.687 -2.807 -1.686
H -0.098 -4.265 0.846
H -0.597 -4.627 -0.756
H -1.018 -3.023 0.027
C -1.970 2.960 -1.447
C 1.191 1.571 0.157
C 0.263 2.048 -0.735
C 0.703 1.158 1.434
C -1.044 2.440 -0.367
C -0.534 1.644 1.851
C -1.350 2.363 0.982
O 1.416 0.289 2.161
H 2.269 1.517 0.107
H 0.499 2.131 -1.794
H 1.379 -0.667 1.583
H -0.831 1.390 2.862
H -1.499 3.778 -1.984
H -2.872 3.270 -0.908
H -2.203 2.941 1.329
H -2.275 2.184 -2.150
*
```

Values from the calculation:
- orbital gap (Eh) = 0.2830
- E_HOMO (eV) = -4.233
- LUMO energy (eV) = 3.47

Computed energy relative to the best compared isomer or geometry (same formula, charge and spin) (eV) in order:
0.493; 4.075; 1.926; 0.655; 3.649; 0.142; 0.355; 0.962